Entry 1:
{
  "formula": "C4H6HgLiO",
  "method": "ωB97M-V/def2-TZVPD",
  "elements": ["C", "C", "H", "H", "H", "H", "Li", "O", "C", "C", "Hg", "H", "H"],
  "positions_angstrom": [[1.42860, -0.68415, 1.04584], [2.18462, -0.78975, -0.06317], [1.87486, -0.53112, 2.03375], [0.35966, -0.89380, 1.09387], [3.28110, -0.80829, -0.00162], [1.72690, -0.91534, -1.04878], [2.02719, 1.57208, 0.27162], [-1.74454, 1.41147, 0.15738], [-2.20662, 0.37611, -0.47223], [-1.75363, -0.89070, -0.52072], [-1.97289, 3.39433, -0.32243], [-2.14409, -1.78976, -0.99780], [-3.06115, 0.54891, -1.17571]],
  "atomic_forces_ev_per_a": [[0.4, -0.3, 0.2], [-0.3, 0.3, 0.3], [0.1, -0.2, -0.3], [0.1, 0.4, -0.5], [-0.4, 0.2, 0.0], [0.1, -0.3, 0.3], [-0.2, -0.3, 0.0], [1.1, -0.3, 1.8], [-0.7, -2.0, -2.2], [-0.4, 1.0, 0.1], [-0.3, 1.2, -0.5], [0.1, 0.3, 0.3], [0.2, -0.1, 0.6]],
  "mulliken_charge": [-0.559, -0.781, 0.398, 0.179, 0.417, 0.372, 0.929, -0.690, 0.507, -0.800, 0.484, 0.313, 0.232],
  "multiplicity": 3,
  "lumo_energy_ev": [-4.750, -5.676],
  "homo_lumo_gap_ev": [7.09, 5.61],
  "charge": 1,
  "e_above_lowest_kj_mol": 233.1
}

Entry 2:
{
  "formula": "C21H53N4O7S",
  "method": "ωB97M-V/def2-TZVPD",
  "elements": ["C", "C", "O", "C", "N", "S", "H", "H", "H", "H", "H", "H", "H", "H", "C", "O", "C", "C", "N", "C", "C", "O", "C", "H", "H", "H", "H", "H", "H", "H", "H", "H", "H", "H", "H", "H", "H", "H", "C", "O", "C", "C", "N", "C", "C", "O", "C", "H", "H", "H", "H", "H", "H", "H", "H", "H", "H", "H", "H", "H", "H", "H", "C", "O", "C", "C", "N", "C", "C", "O", "C", "H", "H", "H", "H", "H", "H", "H", "H", "H", "H", "H", "H", "H", "H", "H"],
  "positions_angstrom": [[0.44039, 3.68288, 2.25972], [0.39769, 2.16625, 2.48941], [0.68508, 1.91251, 3.87748], [-0.93567, 1.47288, 2.02973], [-1.80617, 0.95070, 3.03637], [-3.08840, 1.92254, 3.39609], [-0.09864, 4.19074, 3.06501], [-0.03226, 3.94840, 1.30808], [1.47610, 4.04579, 2.24433], [1.20143, 1.71577, 1.89485], [1.57146, 1.55624, 3.93155], [-1.44723, 2.20261, 1.36210], [-0.61690, 0.63377, 1.37320], [-2.73694, 2.77851, 4.41819], [-4.22379, 0.07646, 0.43225], [-3.27115, -0.96820, 0.44744], [-2.98859, -1.47616, 1.75260], [-3.33462, -2.94832, 1.79909], [-4.76635, -3.16239, 1.64740], [-5.17572, -4.54010, 1.44817], [-4.67212, -5.27306, 0.20709], [-5.18977, -4.77433, -1.01506], [-4.47533, -3.68794, -1.57530], [-4.22441, 0.48822, -0.57795], [-5.23693, -0.27960, 0.66593], [-3.96298, 0.86395, 1.14167], [-3.52024, -0.89955, 2.51131], [-1.92543, -1.33646, 1.95571], [-3.01458, -3.35901, 2.76296], [-2.74397, -3.45110, 1.01741], [-5.10785, -2.58464, 0.89057], [-6.26898, -4.57043, 1.42707], [-4.85892, -5.12091, 2.32334], [-5.00723, -6.31207, 0.27156], [-3.57604, -5.28243, 0.16435], [-3.40307, -3.76848, -1.37326], [-4.81264, -2.72010, -1.19710], [-4.63632, -3.71531, -2.65344], [4.02381, -2.60968, -1.73826], [2.93632, -1.73385, -1.56350], [1.69150, -2.37531, -1.28993], [1.22177, -2.09124, 0.11838], [2.09319, -2.72082, 1.09772], [1.79484, -2.37204, 2.48523], [1.92436, -0.91234, 2.90297], [3.26460, -0.43479, 2.96724], [3.85947, -0.08022, 1.73425], [4.87309, -2.00852, -2.06158], [4.29525, -3.13352, -0.81425], [3.81320, -3.36346, -2.50577], [1.78941, -3.45491, -1.44746], [0.95525, -1.98805, -1.99842], [0.21028, -2.49475, 0.23376], [1.14527, -1.00318, 0.23923], [3.05243, -2.47372, 0.89188], [2.44494, -2.97119, 3.12853], [0.76486, -2.68141, 2.69174], [1.53241, -0.81802, 3.91660], [1.32049, -0.25401, 2.27023], [3.11256, 0.22890, 0.99692], [4.45787, -0.89896, 1.31586], [4.53103, 0.75901, 1.92495], [-0.24413, 3.93477, -4.71959], [0.89306, 3.10486, -4.81264], [2.13306, 3.79265, -4.89249], [2.95926, 3.58730, -3.64076], [2.35121, 4.24928, -2.50063], [2.99900, 4.00451, -1.21687], [3.03707, 2.57048, -0.70283], [1.79958, 2.02301, -0.32157], [0.98816, 1.50959, -1.36004], [-1.11752, 3.28946, -4.79377], [-0.29145, 4.47976, -3.77079], [-0.27180, 4.66541, -5.53578], [1.96151, 4.86214, -5.05640], [2.67939, 3.39463, -5.75253], [3.95165, 4.02150, -3.80852], [3.09720, 2.50531, -3.50357], [1.37838, 3.97917, -2.43601], [2.48793, 4.61348, -0.46715], [4.03175, 4.36707, -1.27697], [3.64806, 2.56423, 0.20493], [3.52860, 1.90021, -1.42274], [1.59487, 1.08691, -2.16670], [0.32122, 2.27234, -1.77485], [0.36273, 0.73039, -0.92805]],
  "atomic_forces_ev_per_a": [[-0.1, -0.2, 0.0], [0.2, 0.1, 0.1], [-0.2, 0.1, -0.1], [0.0, 0.3, 0.0], [0.1, -0.1, -0.1], [-0.2, 0.2, 0.1], [0.0, -0.1, -0.1], [0.1, 0.0, 0.1], [-0.1, 0.0, 0.1], [-0.1, 0.2, 0.1], [0.2, -0.1, 0.0], [0.1, -0.1, 0.0], [-0.1, 0.0, 0.1], [0.1, 0.0, -0.1], [0.1, 0.1, 0.0], [-0.1, -0.1, -0.1], [0.0, -0.1, 0.0], [0.0, 0.0, 0.0], [0.0, 0.0, -0.1], [0.0, 0.0, 0.0], [0.0, 0.0, 0.0], [0.0, 0.0, 0.0], [0.0, 0.0, 0.0], [0.0, 0.0, 0.0], [0.0, -0.1, 0.0], [0.0, 0.0, 0.0], [0.0, -0.1, 0.0], [0.0, 0.0, 0.0], [0.0, 0.0, 0.0], [0.0, 0.0, 0.0], [0.0, 0.0, 0.0], [0.0, 0.0, 0.0], [0.0, 0.0, 0.0], [0.0, 0.0, 0.0], [0.0, 0.0, 0.0], [0.0, 0.0, 0.0], [0.0, 0.0, 0.0], [0.0, 0.0, 0.0], [0.0, 0.0, 0.0], [0.0, 0.1, 0.0], [0.0, -0.1, 0.0], [0.0, 0.0, 0.0], [0.1, 0.0, 0.0], [0.0, 0.0, 0.0], [-0.1, -0.1, 0.0], [0.1, 0.0, 0.0], [-0.1, 0.0, 0.1], [0.0, 0.0, 0.0], [0.0, 0.0, 0.0], [0.0, 0.0, 0.0], [0.0, 0.0, 0.0], [0.0, 0.0, 0.0], [0.0, 0.0, 0.0], [0.0, 0.0, 0.0], [0.0, 0.1, 0.0], [0.0, 0.0, 0.0], [0.0, 0.0, 0.0], [0.0, 0.0, 0.0], [0.0, -0.1, 0.0], [0.0, 0.0, 0.0], [0.0, 0.0, 0.0], [0.0, 0.0, 0.0], [0.0, 0.0, 0.0], [0.0, 0.0, 0.0], [0.0, 0.1, 0.0], [0.0, 0.0, 0.0], [-0.1, 0.0, 0.0], [-0.2, 0.1, 0.0], [0.3, -0.2, 0.0], [-0.1, 0.1, -0.1], [0.0, 0.0, 0.0], [0.0, 0.0, 0.0], [0.0, 0.0, 0.0], [0.0, 0.0, 0.0], [0.0, 0.0, 0.0], [0.0, 0.0, 0.0], [0.0, 0.0, 0.0], [0.0, 0.0, 0.0], [0.0, 0.0, 0.0], [0.0, 0.0, 0.0], [0.0, 0.0, 0.0], [0.0, 0.0, 0.0], [0.0, 0.0, 0.0], [0.0, 0.0, 0.0], [0.0, 0.0, 0.0], [0.0, 0.0, 0.0]],
  "mulliken_charge": [-1.783, 1.788, -0.613, -0.182, -0.487, -0.374, 0.430, 0.281, 0.349, -0.516, 0.408, 0.524, -0.456, -0.011, -0.566, -0.231, -0.616, -0.141, -0.301, -0.717, -0.456, -0.439, -0.477, 0.237, 0.302, 0.089, 0.403, 0.027, 0.376, 0.096, 0.176, 0.368, 0.391, 0.355, 0.311, 0.229, 0.156, 0.314, -0.847, -0.215, -1.074, 0.940, -0.314, -1.111, 0.458, -0.490, -0.380, 0.234, 0.321, 0.322, 0.504, 0.344, -0.034, -0.396, 0.132, 0.369, 0.389, 0.454, -0.343, 0.027, 0.311, 0.295, -0.728, -0.345, -0.809, -0.141, -0.247, -1.279, -0.455, 0.118, -0.592, 0.247, 0.298, 0.345, 0.409, 0.397, 0.367, 0.123, 0.098, 0.424, 0.434, 0.185, 0.463, 0.288, 0.176, 0.084],
  "lumo_energy_ev": 2.379,
  "homo_lumo_gap_ev": 5.15,
  "charge": -1
}

Entry 3:
{
  "formula": "C7H7BrOS",
  "method": "ωB97M-V/def2-TZVPD",
  "elements": ["C", "C", "C", "C", "C", "C", "C", "O", "S", "Br", "H", "H", "H", "H", "H", "H", "H"],
  "positions_angstrom": [[3.02039, -0.64018, 0.80433], [1.72247, -0.11878, 0.78142], [3.24853, -1.57002, -0.16822], [1.03804, -0.72217, -0.21190], [-2.34654, 1.23646, 0.65190], [-2.09658, 0.70915, -1.35422], [-2.11841, -0.04184, -0.03843], [-2.26665, 1.91482, -0.56812], [1.90905, -1.74300, -1.20702], [-2.64553, -1.70392, 0.22644], [3.75176, -0.04566, 1.33137], [1.31333, 0.73449, 1.17027], [4.28075, -2.12911, -0.20014], [-3.34836, 1.38719, 1.22025], [-1.54651, 1.50461, 1.42795], [-1.04132, 0.77395, -1.84847], [-2.87443, 0.45400, -2.01742]],
  "atomic_forces_ev_per_a": [[0.6, 1.0, 0.0], [-0.7, -1.4, -1.9], [3.3, -0.8, 0.7], [-0.8, 0.4, -0.3], [-0.5, 0.1, 3.0], [3.4, 0.3, 1.4], [0.9, 1.1, -1.3], [-0.3, 1.2, -1.0], [-0.1, -1.1, 0.0], [-0.7, -2.0, 0.6], [0.5, -0.8, 0.5], [-0.5, 1.9, 1.7], [-2.4, 1.1, -0.6], [1.2, -0.3, -1.0], [-0.8, 0.0, -1.1], [-2.0, -0.4, 0.4], [-1.0, 0.0, -1.0]],
  "mulliken_charge": [-0.412, -0.363, -0.309, 0.161, -0.138, -0.138, -0.127, -0.376, -0.178, -0.059, 0.309, 0.451, 0.296, 0.237, 0.154, 0.176, 0.315],
  "lumo_energy_ev": [-0.068, -1.093],
  "homo_lumo_gap_ev": [9.13, 6.72],
  "e_above_lowest_kj_mol": 511.4
}

Entry 4:
{
  "formula": "C31H22F6N6O6S2W",
  "method": "ωB97M-V/def2-TZVPD",
  "elements": ["W", "C", "O", "C", "C", "C", "C", "C", "C", "N", "N", "C", "C", "O", "C", "C", "C", "C", "C", "C", "C", "C", "H", "H", "H", "H", "H", "H", "H", "H", "H", "H", "H", "H", "H", "F", "C", "F", "F", "S", "O", "O", "N", "S", "O", "O", "C", "F", "F", "F", "N", "C", "C", "C", "C", "C", "C", "N", "C", "C", "C", "C", "N", "C", "C", "H", "H", "H", "H", "H", "H", "H", "H", "H"],
  "positions_angstrom": [[-0.13222, 0.77121, -1.44954], [3.09036, 1.33261, -2.21592], [2.06095, 0.44760, -1.73829], [2.37551, -0.93223, -1.83061], [3.60906, -1.45707, -2.18049], [3.76818, -2.83820, -2.21952], [2.72948, -3.68595, -1.87831], [1.49605, -3.16291, -1.52378], [1.30568, -1.78636, -1.50539], [0.06689, -1.18447, -1.15050], [-0.80517, -0.93832, -2.22048], [-2.17625, -1.12742, -2.11063], [-2.84086, 0.07216, -1.73847], [-2.00416, 1.05702, -1.38316], [-4.23972, 0.15342, -1.72943], [-4.96833, -0.97197, -2.02927], [-4.34849, -2.20575, -2.33576], [-5.11056, -3.36214, -2.58839], [-4.50259, -4.55892, -2.90380], [-3.11205, -4.62217, -3.02933], [-2.33396, -3.51170, -2.78503], [-2.92608, -2.29140, -2.40498], [3.97586, 1.24522, -1.57777], [2.69903, 2.35254, -2.17491], [3.34500, 1.08185, -3.24947], [4.44492, -0.82546, -2.42961], [4.72247, -3.24031, -2.51976], [2.88104, -4.75378, -1.89386], [0.67672, -3.81044, -1.25367], [-4.72135, 1.09007, -1.49146], [-6.04754, -0.92528, -2.02420], [-6.18571, -3.29498, -2.52826], [-5.09887, -5.44506, -3.06316], [-2.64107, -5.54811, -3.32487], [-1.26085, -3.54415, -2.90355], [0.07803, 5.72713, -0.29452], [-0.30168, 5.33415, -1.49459], [0.70627, 5.48415, -2.34056], [-1.33487, 6.04004, -1.89494], [-0.75045, 3.50003, -1.43409], [0.54365, 2.78067, -1.46825], [-1.43913, 3.22867, -0.22443], [-1.49096, 3.25201, -2.78561], [-1.18288, 2.08554, -3.78972], [-2.26122, 1.24216, -4.13105], [0.05844, 1.35989, -3.41660], [-0.50089, 3.07134, -5.23923], [-1.32422, 3.95069, -5.75410], [-0.02515, 2.27757, -6.17570], [0.51948, 3.70836, -4.65325], [0.66279, -0.59149, 5.53313], [1.35715, -0.39119, 6.70029], [1.42790, -1.08408, 7.89899], [2.27312, -0.57649, 8.88003], [3.04753, 0.56575, 8.66730], [3.01334, 1.24924, 7.46755], [2.17606, 0.75075, 6.45939], [1.98428, 1.16935, 5.19383], [1.06527, 0.38187, 4.65458], [0.65234, 0.54368, 3.29387], [-0.42511, -0.12696, 2.68097], [-0.66475, 0.03751, 1.34391], [0.09552, 0.84361, 0.52445], [1.08693, 1.56157, 1.14942], [1.37892, 1.43999, 2.47579], [0.00645, -1.33535, 5.35464], [0.88138, -1.99852, 8.06905], [2.34755, -1.08839, 9.82746], [3.67954, 0.92182, 9.46544], [3.58584, 2.14721, 7.29871], [-1.07448, -0.77182, 3.25148], [-1.48285, -0.49631, 0.84788], [1.65138, 2.23924, 0.51320], [2.18813, 1.98747, 2.93089]],
  "atomic_forces_ev_per_a": [[1.4, -2.6, -1.2], [0.4, 0.8, -0.3], [-0.7, -0.7, 0.0], [-0.4, -1.0, 0.4], [-0.2, 0.4, 0.0], [-0.1, 0.1, 0.1], [0.0, 0.1, -0.1], [-0.2, 0.3, 0.1], [0.9, 0.4, -0.3], [0.2, -0.3, 0.0], [-0.1, 0.6, -0.3], [-1.2, 1.0, 0.6], [-0.1, -2.0, -0.3], [0.6, -1.0, 0.4], [-0.4, 0.0, 0.0], [0.3, 0.7, 0.2], [0.4, -0.1, 0.0], [0.2, -0.4, -0.1], [-0.4, 0.5, 0.1], [0.7, 0.3, 0.1], [-0.1, -0.3, -0.1], [0.0, -0.1, -0.1], [-0.3, 0.0, -0.1], [0.1, -0.3, 0.0], [-0.1, 0.0, 0.2], [0.1, 0.1, 0.0], [0.1, 0.0, 0.0], [0.0, -0.1, 0.0], [-0.1, -0.1, 0.0], [0.0, 0.0, 0.0], [-0.1, 0.0, 0.0], [-0.1, 0.0, 0.0], [0.0, 0.0, -0.1], [0.0, -0.1, 0.0], [0.1, -0.1, 0.0], [-0.1, -0.4, 0.0], [0.3, 0.4, -0.2], [-0.1, -0.2, 0.0], [-0.1, -0.4, 0.0], [-1.1, 2.4, -0.3], [1.0, -0.5, 0.5], [-0.4, 0.6, 0.2], [-0.1, 0.2, 0.1], [-0.8, 1.7, -2.1], [-0.3, 0.2, -0.2], [0.7, -0.5, 0.3], [0.7, 0.3, 0.1], [-0.3, -0.4, 0.3], [-0.3, -0.2, 0.2], [0.1, 0.2, -0.2], [-0.3, -0.2, 0.2], [0.5, 0.3, -0.2], [0.2, -0.2, 0.7], [-0.6, -0.6, -0.6], [0.2, 0.8, -0.5], [0.0, -0.2, 0.4], [-0.6, -0.7, 0.2], [-0.1, 0.5, -0.7], [0.5, 0.2, 0.3], [0.1, 0.2, -0.4], [0.1, 0.1, -0.2], [-0.2, 0.0, -0.4], [0.0, 0.2, 3.0], [0.1, 0.2, -0.2], [-0.2, -0.2, 0.0], [0.1, 0.1, 0.1], [-0.2, 0.0, 0.0], [0.0, -0.1, 0.0], [0.1, 0.1, 0.1], [0.1, 0.0, 0.0], [-0.1, -0.1, 0.0], [0.3, 0.2, 0.3], [-0.1, -0.2, 0.2], [0.1, 0.2, -0.1]],
  "mulliken_charge": [1.350, -1.048, -0.286, 0.796, -0.750, -0.807, -0.920, -0.355, 0.094, 0.065, -0.247, 0.790, 0.549, 0.011, -1.275, -1.204, 0.802, -0.900, -0.680, -0.712, -0.762, 0.702, 0.369, 0.219, 0.435, 0.508, 0.468, 0.445, 0.606, 0.612, 0.460, 0.459, 0.427, 0.453, 0.583, -0.172, 0.658, -0.172, -0.168, 1.026, -0.928, -0.547, -0.349, 1.124, -0.524, -0.753, 0.628, -0.158, -0.165, -0.186, -0.023, 0.680, -0.904, -0.418, -0.493, -0.802, 0.650, -0.528, -0.266, 1.270, -0.933, 0.070, 0.502, -0.095, -1.088, 0.192, 0.392, 0.410, 0.404, 0.451, 0.436, 0.393, 0.545, 0.584],
  "lumo_energy_ev": [-8.297, -8.306],
  "homo_lumo_gap_ev": [4.67, 4.66],
  "charge": 2
}

Taking the records one at a time from the top gives max |F| values of 0.0603 0.0069 0.0712 0.0627 hartree/bohr.
Taking the records one at a time from the top gives electronic energy values of -10660.6352 -53759.8178 -90290.6386 -93513.5177 eV.